1.
ORCA calculation (ωB97M-V/def2-TZVPD) on C6H6N3P as an isolated structure.

charge	0
energy	-20072.9240	eV
HOMO energy	-8.601	eV
frontier orbital gap	8.1	eV
energy above the lowest of the compared OMol25 structures with the same formula, charge and spin	79.4	kcal per mole

Structure (XYZ):
```
16
C6H6N3P (ωB97M-V/def2-TZVPD)
C 1.83468 0.02048 -0.76088
C -0.91324 0.54824 -1.94394
C -1.07898 1.18607 0.35395
C -0.72463 -1.29467 1.63685
C 1.59846 1.28513 -0.39653
C -0.73463 0.31738 -0.66024
N 1.50052 -1.17267 -0.69515
N -1.02117 0.77826 -3.05853
N -1.11540 1.90433 1.25954
P -0.09529 -1.21458 -0.12996
H -0.82339 -2.33930 1.87126
H -1.68653 -0.73800 1.39806
H -0.11328 -0.58076 2.31730
H 2.04418 1.74655 0.56922
H 1.36371 2.04368 -1.13907
H -0.03502 -2.49014 -0.62189
```


2.
ORCA calculation (ωB97M-V/def2-TZVPD) on one molecule with the formula C6H6N4O.

charge	0
energy	-14326.5388	eV
HOMO energy	-9.066	eV
frontier orbital gap	9.2	eV
energy above the lowest of the compared OMol25 structures with the same formula, charge and spin	22.5	kcal per mole
SMILES	Cn1ncc2c(=O)nc[nH]c21

Structure (XYZ):
```
17
C6H6N4O (ωB97M-V/def2-TZVPD)
C 0.20204 -2.44790 -0.49968
N -0.46271 -1.22383 -0.22025
N -1.80173 -1.05552 -0.45687
C -2.08521 0.18745 -0.17302
C -0.90302 0.92663 0.15285
C -0.54560 2.30567 0.55404
O -1.36260 3.19095 0.65939
N 0.83365 2.59253 0.67417
C 1.67727 1.61515 0.44084
N 1.39969 0.29908 0.25611
C 0.09255 -0.02922 0.12634
H 1.28119 -2.28255 -0.45107
H -0.02520 -3.21187 0.27695
H -0.09381 -2.79737 -1.51574
H -3.08508 0.50487 -0.35807
H 2.74671 1.85462 0.49067
H 2.13185 -0.42868 0.04335
```


3.
ORCA calculation (ωB97M-V/def2-TZVPD) on a 2-piece molecular cluster, C6H6N5O overall.

charge	+1
energy	-15809.0447	eV
HOMO energy	-14.434	eV
frontier orbital gap	9.1	eV
energy above the lowest of the compared OMol25 structures with the same formula, charge and spin	1.9	kcal per mole

Structure (XYZ):
```
18
C6H6N5O (ωB97M-V/def2-TZVPD)
C 2.06563 1.21456 0.05504
C 2.53519 -0.02692 0.11100
C 0.67526 1.54754 -0.04585
C 1.58851 -1.08680 0.15489
C 0.18797 -0.76223 -0.07811
C -4.04541 0.29893 -0.03957
N -0.21793 0.50531 -0.15172
N 1.58421 -2.37718 0.20774
N -5.13011 0.74293 0.07087
N 0.39232 -2.75902 0.19011
N -0.57379 -1.86176 0.07687
O -3.07480 -0.27036 -0.38109
H 2.83020 1.91791 -0.17111
H 3.60410 -0.10050 0.02787
H 0.19725 2.54930 -0.16772
H -1.24625 0.61159 -0.30034
H -5.57364 1.51996 0.50637
H 0.33020 -3.73883 0.11436
```


4.
ORCA calculation (ωB97M-V/def2-TZVPD) on a 2-piece molecular cluster, C6H6NO2S overall.

charge	-1
energy	-22739.3649	eV
HOMO energy	-4.807	eV
frontier orbital gap	8.5	eV
energy above the lowest of the compared OMol25 structures with the same formula, charge and spin	22.3	kcal per mole

Structure (XYZ):
```
16
C6H6NO2S (ωB97M-V/def2-TZVPD)
C -1.61883 -1.50391 1.19967
C -1.86899 -0.23789 1.84155
C 2.57187 0.09657 -2.17133
C -0.04892 0.00733 0.44419
C -0.54604 -1.38551 0.39605
C -0.94742 0.64919 1.42857
N 3.14130 -0.76680 -1.66597
O 2.36908 2.63776 -2.05363
O 0.29618 1.26130 -2.18230
S 1.62506 1.58276 -2.78558
H -2.21657 -2.38619 1.37001
H -2.67252 -0.07160 2.54212
H 1.01308 0.09381 0.68031
H -0.13826 0.49107 -0.55298
H -0.10169 -2.14411 -0.22396
H -0.85733 1.67621 1.73330
```


5.
ORCA calculation (ωB97M-V/def2-TZVPD) on one molecule with the formula C6H6NO4.

charge	0
energy	-15993.0956	eV
HOMO energy (alpha / beta)	-8.492 / -9.281	eV
frontier orbital gap (alpha / beta)	8.8 / 7.4	eV
⟨S²⟩	0.791
2S+1	2

Structure (XYZ):
```
17
C6H6NO4 (ωB97M-V/def2-TZVPD)
N -1.42658 -0.82235 -2.34104
O -0.67200 -0.48302 -3.21852
O -0.84316 -0.99620 -1.09161
O -2.63123 -1.09005 -2.35149
C -1.27393 0.27899 0.81327
C -0.55689 -0.05442 1.91688
C 0.85808 -0.07904 1.92653
C 1.56255 0.22913 0.71655
C 0.90064 0.56383 -0.44465
C -0.55786 0.49843 -0.45722
O 2.93267 0.16781 0.80709
H -2.34787 0.29856 0.75071
H -1.07899 -0.38847 2.81636
H 1.41957 -0.30971 2.84340
H 1.43191 0.66261 -1.38829
H -1.01196 1.10042 -1.24203
H 3.29505 0.42349 -0.05593
```


6.
ORCA calculation (ωB97M-V/def2-TZVPD) on C6H6O as an isolated structure.

charge	0
energy	-8359.9130	eV
HOMO energy	-8.997	eV
frontier orbital gap	8.5	eV
energy above the lowest of the compared OMol25 structures with the same formula, charge and spin	152.0	kcal per mole

Structure (XYZ):
```
13
C6H6O (ωB97M-V/def2-TZVPD)
C -2.15474 -0.51638 0.01576
C -0.74776 -0.30705 -0.35551
C -0.10193 1.06984 -0.71560
C 1.10909 1.26702 0.09245
C 1.56903 -0.16263 0.32923
C 0.44112 -1.10645 -0.09399
H -2.94180 0.60497 0.38112
H -2.34744 -1.54387 0.28409
H -0.87921 1.88142 -0.82030
H 1.58292 2.14659 0.21382
H 2.44035 -0.08177 1.05957
H 0.27924 -2.11718 0.27782
O 1.75113 -1.13449 -0.66845
```